No. 1
C14H38FNO6Zr | ωB97M-V with the def2-TZVPD basis set

Orbital gap   5.18 eV
Total charge   +2
LUMO energy   -8.69 eV
Energy relative to the best compared isomer or geometry (same formula, charge and spin)   0.0000 eV

```
61
Properties=species:S:1:pos:R:3:mulliken_charge:R:1
Zr -1.472 0.288 1.689 1.3579
C 0.663 0.128 -2.297 -1.0271
C 1.386 0.840 -1.156 1.2601
C 2.698 1.475 -1.678 -1.3104
C 2.479 2.746 -2.476 -0.6836
C 1.677 3.751 -1.665 -1.2070
C 0.369 3.250 -1.027 1.2775
N 0.616 1.895 -0.489 0.4676
O -0.290 1.490 0.380 -0.0428
C -0.785 3.227 -2.035 -1.4086
C 0.056 4.262 0.064 -1.7717
C 1.908 -0.240 -0.175 -1.5155
H 0.518 0.702 -3.212 0.2799
H -0.333 -0.100 -1.921 -0.0418
H 1.223 -0.768 -2.556 0.4245
H 3.327 0.813 -2.271 0.3904
H 3.264 1.762 -0.785 0.3978
H 1.993 2.548 -3.433 0.3188
H 3.454 3.209 -2.629 0.4686
H 1.577 4.689 -2.211 0.3898
H 2.271 4.033 -0.788 0.4746
H -1.095 4.243 -2.268 0.4868
H -1.637 2.678 -1.618 0.2097
H -0.635 2.666 -2.959 0.2505
H -0.876 4.072 0.605 0.3262
H -0.020 5.271 -0.340 0.4394
H 0.809 4.364 0.849 0.4016
H 2.350 0.284 0.670 0.3960
H 2.632 -0.853 -0.704 0.5270
H 1.087 -0.898 0.113 0.0040
F -0.579 -1.523 1.707 -0.2598
C 1.187 -0.097 3.671 -0.5968
O 0.407 0.843 2.907 -0.3384
H 2.264 -0.132 3.510 0.3406
H 0.998 -0.003 4.741 0.3607
H 0.936 -1.145 3.500 0.1315
H 0.757 1.717 3.128 0.2608
C -3.743 -2.486 1.306 -0.5914
O -3.450 -1.144 1.763 -0.4519
H -2.812 -3.000 1.076 0.2000
H -4.181 -3.053 2.125 0.3282
H -4.382 -2.481 0.427 0.2906
H -4.247 -0.677 2.046 0.2901
C -2.748 -0.229 -1.488 -0.8458
O -1.954 -0.622 -0.341 0.6693
H -2.482 0.735 -1.917 0.2110
H -2.688 -0.996 -2.255 0.2831
H -3.787 -0.141 -1.166 0.3056
H -1.513 -1.462 -0.627 -0.0152
C 0.121 -4.386 3.670 -0.5922
O 0.301 -4.193 2.275 -0.4725
H 0.203 -5.459 3.819 0.2795
H 0.899 -3.906 4.274 0.2481
H -0.835 -4.000 4.034 0.2304
H 0.056 -3.299 2.021 0.2273
C 0.593 -3.522 -1.072 -0.4520
O -0.670 -2.994 -1.501 -0.5350
H 0.494 -4.610 -1.023 0.3169
H 1.445 -3.417 -1.746 0.2808
H 0.852 -3.187 -0.074 0.0663
H -0.660 -2.957 -2.463 0.2897
```

No. 2
C6H10N | ωB97M-V with the def2-TZVPD basis set

Orbital gap   9.29 eV
Total charge   +1
LUMO energy   -4.85 eV
Energy relative to the best compared isomer or geometry (same formula, charge and spin)   3.1750 eV

```
17
Properties=species:S:1:pos:R:3:mulliken_charge:R:1
C 2.085 -2.162 1.257 -0.2780
C 1.136 -1.484 1.498 -0.5169
C -0.613 2.276 0.077 -0.9620
C -0.637 0.952 -0.220 0.9184
C -1.873 0.124 -0.310 -1.1520
C 0.753 -0.785 -0.849 -0.6946
N 0.545 0.416 -0.652 -0.0133
H 2.784 -2.812 0.887 0.4582
H -1.384 2.875 0.497 0.3251
H 0.403 2.840 0.150 0.2162
H -1.677 -0.468 -1.250 0.3845
H -2.771 0.747 -0.493 0.3539
H -1.967 -0.467 0.594 0.2988
H 0.368 -0.795 1.808 0.5056
H 1.668 -0.945 -1.259 0.4599
H 0.006 -1.511 -0.790 0.3957
H 1.173 1.200 -0.944 0.3004
```

No. 3
C4H9N | ωB97M-V with the def2-TZVPD basis set

Orbital gap   9.92 eV
Total charge   0
LUMO energy   1.23 eV
Energy relative to the best compared isomer or geometry (same formula, charge and spin)   0.9762 eV

```
14
Properties=species:S:1:pos:R:3:mulliken_charge:R:1
C -1.688 -0.001 0.130 -1.3615
C -0.299 -0.006 -0.515 0.2110
C 0.781 1.047 -0.046 -0.4710
N 1.761 -0.036 -0.059 -0.4893
C 0.714 -1.044 -0.066 -0.4429
H -1.672 -0.216 1.212 0.3341
H -2.189 0.995 0.007 0.3128
H -2.370 -0.701 -0.401 0.3364
H -0.395 0.007 -1.554 0.2754
H 0.988 1.880 -0.714 0.2773
H 0.530 1.468 0.929 0.2752
H 2.421 -0.026 0.712 0.2234
H 0.554 -1.400 0.979 0.2275
H 0.862 -1.967 -0.616 0.2915
```

No. 4
C33H38F2N7RuSSb | ωB97M-V with the def2-TZVPD basis set

2S+1   5
Orbital gap (alpha / beta)   7.57 / 5.87 eV
Total charge   +2
LUMO energy (alpha / beta)   -6.17 / -8.01 eV
Energy relative to the best compared isomer or geometry (same formula, charge and spin)   0.2677 eV

```
83
Properties=species:S:1:pos:R:3:mulliken_charge:R:1
Ru 0.802 -0.458 0.202 -0.5559
F -4.128 -0.431 2.373 -0.3401
C -3.053 -1.111 2.051 -0.2170
C -1.986 -0.493 1.420 1.3275
C -0.892 -1.254 1.092 -0.3921
C -0.800 -2.608 1.446 1.4213
C -1.905 -3.169 2.042 0.7065
F -1.902 -4.446 2.413 -0.3354
C -3.079 -2.452 2.294 -0.8701
C 0.540 -3.246 1.363 -0.4796
C 0.875 -4.474 1.946 -1.0033
C 2.203 -4.868 1.899 -0.3826
C 3.165 -4.056 1.354 -0.9615
C 2.781 -2.840 0.797 -0.4153
N 1.485 -2.498 0.780 0.5590
H -2.058 0.558 1.216 0.4546
H -3.944 -2.937 2.746 0.5318
H 0.092 -5.072 2.397 0.6092
H 2.454 -5.858 2.341 0.4131
H 4.200 -4.392 1.340 0.4252
H 3.449 -2.172 0.299 0.5427
C -2.936 2.808 -1.918 -1.2184
C -2.215 2.053 -0.836 -0.4027
Sb -0.998 0.433 -1.519 0.6181
C -0.367 1.120 -3.485 0.1136
C -1.224 0.706 -4.663 -1.3367
C -2.151 -1.324 -1.968 -0.5884
C -3.675 -1.023 -1.991 -1.2061
H -3.614 3.517 -1.433 0.4607
H -3.582 2.140 -2.511 0.1931
H -2.219 3.378 -2.567 0.3011
H -2.880 1.674 -0.096 0.4789
H -1.472 2.648 -0.317 0.4009
H 0.683 0.827 -3.570 -0.2747
H -0.387 2.182 -3.408 0.5581
H -1.203 -0.397 -4.853 0.2977
H -0.754 1.125 -5.563 0.4442
H -2.223 1.108 -4.680 0.3285
H -1.887 -2.086 -1.258 0.3584
H -1.706 -1.642 -2.912 0.6834
H -3.986 -0.541 -1.070 0.2663
H -4.174 -1.977 -2.118 0.4488
H -3.951 -0.358 -2.799 0.3130
N 2.253 2.230 -1.048 -0.6907
C 1.741 1.355 -0.492 -0.0380
C 3.087 1.749 3.490 -1.0114
C 2.788 1.052 2.345 -0.4008
N 1.665 0.264 2.264 0.4199
C 0.838 0.197 3.301 -0.3901
C 1.004 1.024 4.436 0.3817
C 2.140 1.808 4.517 -0.4314
C 0.096 0.982 5.625 -1.2746
C -1.156 1.466 5.662 -0.6852
C -1.956 2.085 4.578 1.1086
C -3.330 2.099 4.599 -0.6585
C -3.974 2.638 3.486 -0.2546
N -3.339 3.094 2.420 -0.4442
C -1.999 3.098 2.531 -0.4614
N -1.283 2.597 3.514 -0.2933
H 3.997 2.313 3.531 0.4431
H 3.461 1.110 1.474 0.4322
H -0.076 -0.382 3.197 0.7619
H 2.276 2.493 5.317 0.5711
H 0.507 0.623 6.557 0.5074
H -1.671 1.446 6.633 0.3670
H -3.897 1.725 5.445 0.4382
H -5.054 2.746 3.467 0.4409
H -1.405 3.525 1.722 0.5901
S 1.811 -1.687 -2.101 -0.5057
C 2.750 -0.851 -3.313 0.4985
N 3.377 0.310 -3.073 -0.0088
C 3.986 1.149 -4.131 -0.6205
C 3.662 0.651 -5.521 -0.4797
C 3.813 -0.894 -5.487 -0.7526
N 2.943 -1.456 -4.494 -0.1308
H 3.203 0.782 -2.230 -0.0300
H 5.058 1.189 -3.926 0.4255
H 3.590 2.166 -3.963 0.3117
H 4.287 0.992 -6.333 0.3938
H 2.637 0.954 -5.807 0.1872
H 4.846 -1.153 -5.316 0.2764
H 3.530 -1.271 -6.458 0.4570
H 2.415 -2.310 -4.688 0.2740
```

No. 5
C4H6N2O | ωB97M-V with the def2-TZVPD basis set

Orbital gap   8.68 eV
Total charge   0
LUMO energy   0.61 eV
Energy relative to the best compared isomer or geometry (same formula, charge and spin)   4.0857 eV

```
13
Properties=species:S:1:pos:R:3:mulliken_charge:R:1
H 1.258 2.836 0.705 0.2454
N 0.662 2.074 0.389 -0.5571
C 1.175 0.956 0.713 -0.2839
C 0.497 -0.312 0.401 0.1762
N 1.079 -1.489 0.900 -0.5489
C -0.608 -0.222 -0.302 0.1595
C -1.381 -0.224 -1.350 -0.1343
O -2.696 0.134 -1.341 -0.4447
H 2.094 0.840 1.298 0.3488
H 1.378 -1.421 1.863 0.2252
H 0.515 -2.318 0.760 0.2579
H -0.958 -1.131 -1.798 0.2025
H -3.016 0.278 -2.238 0.3533
```

No. 6
C12H10N2O4 | ωB97M-V with the def2-TZVPD basis set

Orbital gap   9.48 eV
Total charge   0
LUMO energy   -0.65 eV
Energy relative to the best compared isomer or geometry (same formula, charge and spin)   1.1090 eV

```
28
Properties=species:S:1:pos:R:3:mulliken_charge:R:1
O -5.991 0.613 -2.196 -0.5514
N -5.277 0.915 -1.265 0.8819
O -5.456 1.866 -0.523 -0.5519
C -4.108 0.082 -1.020 0.1929
C -4.163 -1.263 -1.336 -0.3005
C -3.062 -2.073 -1.099 -0.5742
C -1.920 -1.513 -0.545 -0.2006
C -1.846 -0.157 -0.247 -0.2398
C -2.972 0.625 -0.453 -0.5778
H -5.059 -1.696 -1.762 0.4041
H -3.097 -3.134 -1.296 0.3802
H -1.080 -2.146 -0.279 0.3962
H -0.952 0.302 0.145 0.3706
H -2.965 1.693 -0.271 0.3719
O 2.624 -0.784 3.569 -0.5775
N 2.122 -0.629 2.473 0.9436
O 1.004 -0.998 2.162 -0.5736
C 2.937 0.027 1.442 0.0137
C 2.328 0.575 0.330 0.0993
C 3.117 1.243 -0.593 -0.4068
C 4.479 1.368 -0.383 -0.5098
C 5.099 0.651 0.636 -0.4651
C 4.307 0.048 1.600 -0.3288
H 1.274 0.413 0.168 0.2996
H 2.659 1.751 -1.431 0.3735
H 5.103 1.839 -1.133 0.3534
H 6.173 0.628 0.749 0.3618
H 4.720 -0.247 2.557 0.4149
```

No. 7
C4H7NO2 | ωB97M-V with the def2-TZVPD basis set

Orbital gap   10.52 eV
Total charge   0
LUMO energy   0.90 eV
Energy relative to the best compared isomer or geometry (same formula, charge and spin)   2.4959 eV

```
14
Properties=species:S:1:pos:R:3:mulliken_charge:R:1
C -0.422 -2.013 -0.608 -1.0886
C 0.157 -1.027 0.381 0.3707
O 1.279 -0.366 0.023 -0.3669
C 1.084 1.124 0.232 -0.1899
C -0.382 1.354 0.112 0.4292
N -0.559 2.592 -0.151 -0.6185
O -1.076 0.264 0.407 -0.4838
H -1.447 -2.211 -0.283 0.3217
H 0.096 -2.980 -0.704 0.3354
H -0.434 -1.532 -1.587 0.2807
H 0.110 -1.336 1.433 0.3089
H 1.635 1.652 -0.547 0.2528
H 1.401 1.447 1.239 0.2236
H -1.442 3.031 0.053 0.2247
```

No. 8
C2H9NO5 | ωB97M-V with the def2-TZVPD basis set

Orbital gap   10.62 eV
Total charge   0
LUMO energy   0.27 eV
Energy relative to the best compared isomer or geometry (same formula, charge and spin)   1.6801 eV

```
17
Properties=species:S:1:pos:R:3:mulliken_charge:R:1
O -1.403 0.250 2.377 -0.4734
C -1.011 1.246 1.837 0.1425
N -1.975 2.083 1.253 -0.1606
C -3.279 1.821 0.707 0.0842
O -3.589 0.647 0.500 -0.4597
H 0.016 1.636 1.723 0.3077
H -1.594 2.983 0.978 0.2372
H -3.966 2.690 0.714 0.3203
O 3.317 -0.134 0.790 -0.6393
H 2.944 -0.389 -0.035 0.3709
H 3.903 -0.848 1.048 0.2859
O 2.833 -1.142 -1.580 -0.6699
H 2.246 -0.401 -1.421 0.3194
H 2.301 -1.724 -2.140 0.3258
O 0.097 -2.865 -2.335 -0.6009
H -0.427 -3.332 -2.871 0.2793
H -0.415 -2.521 -1.542 0.3307
```

| no. | E_tot (hartree) |
| --- | --- |
| 1 | -1208.70000 |
| 2 | -288.96629 |
| 3 | -212.51530 |
| 4 | -2596.02805 |
| 5 | -340.64476 |
| 6 | -873.55476 |
| 7 | -361.78913 |
| 8 | -512.52360 |